{"formula": "CH10NO4", "method": "ωB97M-V/def2-TZVPD", "charge": -1, "e_homo_ev": -4.5, "multiplicity": 1, "energy_ev": -10879.74705, "relative_energy_kcal_mol": 26.3, "symbols": ["N", "C", "O", "H", "H", "H", "H", "H", "H", "O", "H", "H", "O", "H", "H", "O"], "xyz": [[1.80909, 1.62773, -0.73410], [1.09009, 0.95522, 0.35697], [0.21463, 0.07769, -0.29419], [2.44229, 0.83502, -1.10272], [1.32220, 1.68085, -1.58942], [1.76983, 0.61618, 1.14094], [0.48620, 1.77005, 0.90595], [-1.50322, 0.48351, 0.23927], [-2.55103, -0.26660, 1.08628], [-2.54531, 0.36608, 0.40039], [-0.70295, -2.09734, -1.23044], [0.12633, -0.98747, -1.60017], [-0.28909, -1.75849, -2.04938], [-0.11605, -0.47527, 1.27066], [-0.92089, -1.73970, 1.31148], [-0.63211, -1.08747, 1.88849]], "atomic_forces_ev_per_a": [[4.37, -1.50, 0.56], [-2.79, 1.88, -2.28], [0.28, 0.08, 2.28], [-0.53, 1.49, 1.07], [-2.05, 0.42, -0.45], [0.48, -0.68, -0.32], [0.58, -0.72, -0.58], [-2.44, -0.56, -0.12], [0.09, -0.97, 1.31], [2.31, 1.64, -1.63], [0.03, -0.07, -0.85], [0.15, 0.39, -0.12], [-0.25, -0.52, 0.77], [-0.83, -1.04, -0.04], [-0.69, -1.86, -1.69], [1.30, 2.03, 2.08]], "mulliken_charge": [-0.907, -0.181, -0.926, 0.252, 0.324, 0.301, 0.202, 0.437, 0.319, -0.729, 0.259, 0.471, -0.723, 0.407, 0.271, -0.776]}

{"formula": "C5H13NO3", "method": "ωB97M-V/def2-TZVPD", "smiles": "C[C@@H](CC=O)NCO.O", "e_homo_ev": -9.6, "multiplicity": 1, "energy_ev": -13027.58278, "relative_energy_kcal_mol": 38.0, "symbols": ["C", "C", "C", "C", "O", "N", "C", "O", "H", "H", "H", "H", "H", "H", "H", "H", "H", "H", "H", "H", "H", "O"], "xyz": [[0.81877, -1.80935, 0.31702], [-0.07516, -0.69433, -0.17504], [-1.51797, -0.83387, 0.35461], [-2.27629, -1.79708, -0.50631], [-2.28860, -2.98612, -0.28015], [0.48463, 0.60554, 0.21302], [0.93588, 1.43433, -0.87109], [1.70600, 0.77739, -1.87739], [0.41224, -2.78443, 0.07078], [1.79702, -1.72981, -0.13392], [0.89005, -1.81353, 1.41384], [-0.07595, -0.73234, -1.25954], [-1.98643, 0.13995, 0.51853], [-1.45213, -1.19054, 1.36862], [-2.79415, -1.44477, -1.41231], [1.20303, 0.47974, 0.91837], [0.07062, 1.83394, -1.36986], [1.56748, 2.23620, -0.48555], [2.61429, 0.65204, -1.58627], [0.57463, 2.99995, 1.12049], [-0.65095, 3.04158, 2.00313], [0.04299, 3.61550, 1.65901]], "atomic_forces_ev_per_a": [[-0.35, -0.48, 0.37], [-0.15, 0.56, 0.14], [0.18, 0.42, 0.33], [-0.12, -0.80, 0.36], [-0.01, 0.30, -0.05], [0.39, 0.13, 0.30], [0.76, -0.38, 0.13], [-0.22, -0.17, -0.25], [-0.13, -0.16, -0.19], [0.35, 0.04, -0.02], [0.14, 0.25, -0.18], [-0.09, 0.02, -0.29], [-0.05, 0.06, -0.87], [-0.03, -0.72, 0.40], [0.04, 0.39, -0.05], [0.00, -0.01, -0.17], [-0.23, 0.23, -0.40], [-0.32, 0.25, 0.23], [-0.07, 0.05, 0.14], [-0.42, 0.42, 0.36], [0.01, 0.09, 0.00], [0.31, -0.50, -0.30]], "mulliken_charge": [-1.655, 0.191, -0.648, -0.027, -0.464, -0.212, -0.707, -0.533, 0.403, 0.396, 0.411, 0.298, 0.364, 0.337, 0.377, 0.334, 0.349, 0.489, 0.294, 0.345, 0.323, -0.666]}